Record 1
{"formula": "C32H35F5N4O5PbSTe", "method": "ωB97M-V with the def2-TZVPD basis set", "largest_force_ev_per_a": 0.611, "spin_multiplicity": 1, "gap_ev": 7.6, "de_lowest_kcal_mol": 17.98, "elements": ["Pb", "C", "N", "C", "C", "C", "N", "C", "C", "F", "C", "F", "C", "C", "F", "C", "F", "H", "H", "H", "H", "H", "H", "H", "H", "H", "H", "H", "O", "S", "C", "C", "C", "C", "C", "C", "C", "C", "C", "C", "C", "C", "C", "C", "H", "H", "H", "H", "H", "H", "H", "H", "H", "H", "H", "H", "H", "H", "C", "Te", "C", "H", "H", "H", "H", "H", "H", "F", "C", "C", "N", "C", "C", "O", "O", "C", "O", "N", "C", "O", "H", "H", "H", "H"], "positions_angstrom": [[0.41073, -0.66441, -0.41197], [0.93420, 2.74763, -0.94338], [1.43962, 1.78208, 0.02110], [1.38518, 2.31941, 1.37437], [2.78259, 1.32584, -0.32884], [3.26918, 0.16903, 0.56300], [2.14644, -0.65055, 1.00471], [2.31353, -1.43239, 2.10936], [1.24090, -1.58226, 3.00145], [0.10760, -0.86639, 2.75833], [1.30520, -2.35356, 4.13750], [0.21290, -2.42723, 4.92373], [2.46508, -3.01534, 4.48886], [3.54695, -2.85327, 3.64474], [4.70324, -3.47419, 3.92436], [3.48175, -2.09694, 2.48879], [4.55725, -2.04871, 1.68497], [1.55468, 3.65493, -0.97525], [0.92237, 2.30610, -1.94259], [-0.08620, 3.02125, -0.67503], [2.04931, 3.19035, 1.48193], [0.36252, 2.62721, 1.59024], [1.67872, 1.55507, 2.09165], [2.76592, 1.02909, -1.38157], [3.50496, 2.15205, -0.25805], [4.02214, -0.39347, 0.00156], [3.78820, 0.58078, 1.43713], [2.52581, -3.62584, 5.37677], [-1.54886, 0.82352, 0.59697], [-3.00436, 0.43701, 0.51892], [-3.73066, 0.81185, 2.13733], [-3.36267, 2.16528, 2.66317], [-2.10089, 2.37761, 3.21365], [-1.74150, 3.63663, 3.67128], [-2.63881, 4.69404, 3.58739], [-3.90203, 4.48682, 3.05149], [-4.25974, 3.22681, 2.59221], [-3.82284, 1.69071, -0.48050], [-3.12985, 1.79175, -1.81321], [-2.55505, 2.99460, -2.19766], [-1.87722, 3.09791, -3.40518], [-1.75097, 1.99042, -4.22816], [-2.32462, 0.78131, -3.85064], [-3.01860, 0.68600, -2.65429], [-3.34938, 0.00819, 2.77123], [-4.80757, 0.67538, 2.01563], [-1.40022, 1.55334, 3.27577], [-0.75737, 3.79268, 4.09471], [-2.35731, 5.67514, 3.94758], [-4.60959, 5.30377, 2.99343], [-5.25020, 3.06544, 2.17987], [-3.79507, 2.63659, 0.06118], [-4.85741, 1.34732, -0.57396], [-2.63268, 3.85630, -1.54425], [-1.43083, 4.04127, -3.69297], [-1.20431, 2.06378, -5.15729], [-2.22640, -0.08697, -4.48949], [-3.46682, -0.25990, -2.36690], [-2.39247, -2.80728, 2.15850], [-0.77845, -3.25470, 0.83992], [-2.04722, -3.65136, -0.79937], [-3.11714, -2.16421, 1.65991], [-1.98745, -2.31956, 3.04360], [-2.86749, -3.74362, 2.44420], [-2.58441, -4.57670, -0.61009], [-1.40714, -3.75290, -1.67193], [-2.74094, -2.82057, -0.91706], [1.40540, -0.65871, -5.53105], [2.28641, -1.16219, -4.65352], [2.15497, -2.39696, -4.17652], [3.05448, -2.97452, -3.31553], [2.64116, -4.17706, -2.59889], [1.46865, -3.95395, -1.64224], [1.09798, -4.92948, -1.00299], [0.99182, -2.77185, -1.59793], [4.12233, -2.24539, -2.82251], [4.91520, -2.65973, -2.00974], [4.23552, -0.96622, -3.35646], [3.36224, -0.29853, -4.20918], [3.52131, 0.86582, -4.50675], [1.32277, -3.01849, -4.47926], [3.48743, -4.54057, -2.02507], [2.37019, -4.93892, -3.32962], [5.00793, -0.42326, -2.99563]], "forces_ev_per_angstrom": [[-0.23, 0.10, -0.31], [0.06, -0.03, 0.00], [0.11, 0.04, 0.04], [-0.03, 0.04, -0.05], [0.03, 0.06, 0.12], [-0.01, 0.00, 0.02], [0.14, -0.05, -0.23], [-0.24, 0.12, 0.03], [-0.15, 0.19, 0.08], [0.08, -0.10, 0.10], [-0.10, 0.01, 0.01], [0.08, -0.02, -0.01], [0.03, 0.03, -0.03], [0.10, -0.08, 0.00], [-0.07, 0.01, 0.02], [0.14, -0.11, -0.06], [0.01, -0.02, 0.08], [-0.02, 0.02, -0.01], [-0.01, 0.00, 0.00], [0.01, -0.02, 0.00], [0.00, 0.01, 0.01], [-0.02, -0.01, 0.02], [-0.01, -0.01, -0.01], [-0.05, -0.08, -0.06], [0.05, 0.00, -0.04], [0.02, 0.01, 0.00], [-0.05, 0.00, 0.02], [0.01, 0.00, -0.01], [-0.34, 0.07, 0.14], [0.52, -0.31, -0.10], [0.02, 0.05, 0.11], [-0.02, -0.03, 0.05], [0.03, -0.01, -0.01], [-0.03, 0.01, -0.02], [0.00, -0.03, 0.00], [0.03, -0.02, 0.00], [-0.03, 0.02, -0.04], [-0.05, 0.08, -0.07], [-0.02, -0.01, 0.03], [0.04, 0.04, -0.01], [0.03, 0.01, 0.04], [-0.04, -0.07, 0.04], [0.01, 0.05, 0.01], [0.01, -0.02, 0.02], [-0.04, 0.05, 0.01], [0.00, 0.01, 0.04], [0.00, 0.01, -0.01], [-0.01, 0.00, 0.00], [0.00, -0.01, 0.00], [0.00, -0.01, 0.00], [0.01, 0.00, 0.01], [0.00, 0.02, -0.05], [-0.01, 0.05, 0.00], [0.00, -0.01, -0.01], [-0.01, -0.01, 0.00], [0.03, -0.01, -0.04], [-0.01, 0.01, 0.01], [0.01, 0.02, 0.00], [-0.12, 0.02, -0.01], [0.22, -0.24, 0.27], [-0.07, -0.03, -0.07], [0.02, -0.02, 0.06], [-0.01, 0.00, -0.03], [-0.03, 0.05, 0.03], [-0.02, 0.00, -0.05], [-0.03, 0.00, 0.04], [-0.02, -0.02, -0.05], [-0.05, 0.04, 0.01], [0.01, 0.17, -0.04], [-0.10, -0.34, -0.08], [-0.02, 0.19, 0.23], [0.21, -0.06, -0.28], [0.17, 0.23, 0.11], [-0.27, -0.15, 0.10], [0.08, 0.04, -0.15], [-0.02, 0.07, -0.13], [-0.02, -0.05, 0.09], [-0.06, 0.01, 0.08], [0.08, 0.11, -0.02], [0.01, -0.02, 0.02], [0.01, 0.01, 0.04], [0.05, 0.00, -0.02], [-0.02, -0.06, 0.05], [0.00, -0.03, -0.02]]}


Record 2
{"formula": "C32H35I2KN4O5", "method": "ωB97M-V with the def2-TZVPD basis set", "largest_force_ev_per_a": 0.535, "spin_multiplicity": 1, "gap_ev": 6.0, "de_lowest_kcal_mol": 18.42, "charge": -2, "elements": ["K", "I", "C", "C", "C", "I", "C", "O", "C", "C", "N", "C", "C", "C", "C", "C", "C", "N", "C", "H", "H", "H", "H", "H", "H", "H", "H", "H", "H", "H", "N", "C", "C", "C", "C", "N", "H", "H", "H", "H", "H", "H", "H", "H", "H", "H", "H", "H", "C", "C", "O", "C", "C", "C", "C", "C", "C", "O", "H", "H", "H", "H", "H", "H", "H", "O", "C", "O", "C", "C", "C", "C", "C", "C", "H", "H", "H", "H", "H"], "positions_angstrom": [[0.15068, 0.25033, 0.20515], [-2.99830, -2.66008, 8.49947], [-2.60014, -1.59750, 6.75489], [-3.56494, -0.77710, 6.19964], [-3.29620, -0.07480, 5.04034], [-4.74802, 1.16331, 4.21695], [-2.04630, -0.13874, 4.36140], [-1.80277, 0.54143, 3.31760], [-1.06859, -1.00960, 4.97552], [0.29223, -1.12785, 4.32091], [0.25684, -1.30040, 2.87022], [-0.48106, -2.51191, 2.46448], [0.16825, -3.27299, 1.34308], [-0.50627, -3.45073, 0.13859], [0.09297, -4.19678, -0.86173], [1.34444, -4.73554, -0.62254], [1.94155, -4.49359, 0.60737], [1.37923, -3.78990, 1.57902], [-1.35836, -1.70515, 6.12441], [-4.53768, -0.68240, 6.66664], [0.88022, -0.22241, 4.50757], [0.84032, -1.96400, 4.76747], [-0.35265, -0.53284, 2.58866], [-0.62285, -3.17482, 3.32528], [-1.49464, -2.24023, 2.14211], [-1.45732, -2.96343, -0.03833], [-0.40709, -4.31721, -1.81487], [1.87429, -5.30883, -1.37314], [2.93095, -4.89320, 0.81545], [-0.59628, -2.35343, 6.54695], [-2.54454, 1.23780, 0.28539], [-3.28604, 2.48845, 0.25133], [-2.32017, 3.66758, 0.32706], [-1.48956, 3.68399, 1.62103], [0.03035, 3.81147, 1.41632], [0.74587, 2.62624, 1.86350], [-2.78107, 0.56406, -0.43345], [-2.60309, 0.79532, 1.19722], [-4.00728, 2.54167, 1.07726], [-3.86589, 2.55334, -0.67494], [-2.86612, 4.61050, 0.20106], [-1.64871, 3.58364, -0.53302], [-1.66626, 2.76130, 2.17862], [-1.84267, 4.49499, 2.26660], [0.39608, 4.73092, 1.90314], [0.25109, 3.92982, 0.35257], [0.89271, 2.60350, 2.86209], [1.62003, 2.49331, 1.36857], [2.16713, -1.88574, -3.40629], [2.27076, -0.91340, -2.24030], [1.67295, -1.19867, -1.21417], [3.06932, 0.31092, -2.41118], [3.87882, 0.40525, -3.55379], [4.66924, 1.49766, -3.84161], [4.64541, 2.57357, -2.94746], [3.86648, 2.53982, -1.82471], [3.02403, 1.42492, -1.47934], [2.30124, 1.48198, -0.44784], [1.40785, -2.61930, -3.15134], [3.11633, -2.39154, -3.59592], [1.87285, -1.36763, -4.31963], [3.88014, -0.42468, -4.24786], [5.27999, 1.52174, -4.73558], [5.25013, 3.45543, -3.14472], [3.84314, 3.37852, -1.13742], [-2.62818, -2.00525, -3.32304], [-1.88134, -1.16682, -2.78955], [-1.68554, -0.96475, -1.56595], [-1.05928, -0.27209, -3.73524], [-0.87993, -0.63856, -5.06436], [-0.06285, 0.10732, -5.89990], [0.57930, 1.24086, -5.41675], [0.38120, 1.63315, -4.09969], [-0.43915, 0.88235, -3.27013], [-1.38791, -1.53259, -5.40548], [0.08638, -0.20345, -6.92891], [1.24452, 1.81144, -6.05445], [0.89137, 2.50434, -3.70546], [-0.60166, 1.17773, -2.24081]], "forces_ev_per_angstrom": [[-0.22, -0.08, 0.12], [-0.04, -0.10, 0.16], [0.21, 0.18, -0.37], [-0.36, 0.03, 0.15], [0.19, -0.28, 0.20], [-0.12, 0.11, -0.07], [0.13, 0.26, -0.07], [0.05, -0.15, -0.06], [-0.11, 0.14, -0.18], [0.12, 0.03, 0.03], [-0.41, -0.29, -0.19], [-0.28, 0.25, 0.17], [0.02, -0.14, 0.01], [0.08, 0.09, 0.04], [0.01, 0.05, -0.03], [0.06, 0.00, -0.02], [0.05, -0.04, -0.08], [-0.08, -0.02, 0.03], [0.01, -0.20, 0.22], [0.02, 0.00, 0.00], [-0.07, 0.02, 0.05], [0.00, 0.03, -0.01], [0.17, 0.19, 0.07], [0.18, -0.05, -0.05], [0.00, -0.03, 0.04], [0.02, -0.01, -0.02], [0.00, 0.00, -0.01], [-0.03, -0.01, -0.02], [0.00, 0.01, 0.01], [-0.01, 0.00, -0.01], [0.10, -0.13, 0.18], [-0.06, -0.03, -0.03], [0.01, 0.07, -0.09], [-0.08, 0.06, 0.13], [0.05, 0.19, 0.05], [0.03, -0.22, -0.12], [-0.05, 0.02, -0.02], [0.00, 0.01, 0.04], [0.02, 0.05, -0.01], [0.03, 0.00, 0.00], [-0.03, -0.01, 0.02], [-0.01, -0.01, -0.02], [0.04, -0.04, -0.02], [-0.01, 0.00, -0.02], [-0.02, -0.04, -0.03], [-0.01, -0.02, 0.00], [-0.05, -0.01, 0.01], [0.10, 0.04, -0.03], [-0.05, 0.04, -0.08], [0.05, 0.10, 0.12], [0.19, -0.09, -0.09], [0.07, 0.09, -0.09], [0.02, 0.06, 0.01], [-0.02, -0.19, -0.12], [0.05, 0.20, 0.09], [0.01, 0.07, 0.06], [0.05, -0.17, -0.17], [-0.05, 0.04, 0.01], [-0.01, -0.05, 0.03], [0.03, -0.01, 0.05], [-0.03, 0.00, -0.01], [0.03, 0.00, -0.03], [0.00, 0.00, 0.00], [0.00, -0.02, -0.01], [0.00, 0.00, 0.00], [0.03, -0.05, -0.05], [0.05, -0.01, -0.10], [-0.09, 0.13, 0.23], [-0.03, -0.05, 0.05], [-0.08, -0.08, 0.06], [0.02, 0.00, -0.09], [0.04, 0.05, 0.01], [0.01, 0.04, 0.01], [0.00, -0.04, 0.02], [0.01, 0.02, -0.02], [0.01, 0.01, 0.00], [-0.01, -0.01, -0.01], [0.01, 0.00, -0.02], [0.02, 0.00, -0.04]]}


Record 3
{"formula": "C32H35I2N3OPdSi", "method": "ωB97M-V with the def2-TZVPD basis set", "largest_force_ev_per_a": 1.924, "spin_multiplicity": 5, "gap_ev": [8.6, 5.8], "s2": 6.047, "charge": 2, "elements": ["Pd", "I", "C", "C", "C", "I", "C", "O", "C", "C", "N", "C", "C", "C", "C", "C", "C", "N", "C", "H", "H", "H", "H", "H", "H", "H", "H", "H", "H", "H", "C", "Si", "C", "N", "C", "C", "C", "C", "C", "C", "C", "C", "C", "C", "C", "C", "C", "C", "C", "C", "C", "H", "H", "H", "H", "H", "H", "H", "H", "H", "H", "H", "H", "H", "H", "H", "H", "H", "H", "H", "H", "H", "H", "H", "H"], "positions_angstrom": [[-0.33292, 0.22785, 0.17260], [-7.56372, 0.07595, 3.37290], [-5.76872, -0.30495, 2.34770], [-5.17292, -1.56035, 2.44930], [-3.97622, -1.77935, 1.81980], [-2.99262, -3.62195, 1.90960], [-3.30732, -0.77415, 1.03300], [-2.23692, -1.05435, 0.44460], [-3.96052, 0.51075, 0.95690], [-3.37412, 1.58645, 0.08240], [-1.99342, 1.98925, 0.40090], [-1.83642, 2.56245, 1.74180], [-1.64832, 1.47585, 2.76930], [-2.19692, 1.56845, 4.04280], [-1.99432, 0.53275, 4.94020], [-1.28392, -0.58325, 4.52430], [-0.75592, -0.59275, 3.24560], [-0.90682, 0.42575, 2.40330], [-5.16132, 0.70615, 1.58880], [-5.66042, -2.34735, 3.00400], [-4.03962, 2.45965, 0.12530], [-3.36712, 1.20215, -0.94370], [-1.74092, 2.70155, -0.28500], [-2.69332, 3.19285, 2.01910], [-0.94032, 3.19495, 1.73990], [-2.75912, 2.44265, 4.32550], [-2.39532, 0.58245, 5.93890], [-1.13962, -1.43255, 5.17170], [-0.21632, -1.46175, 2.88500], [-5.67372, 1.65025, 1.47920], [-0.49282, 0.84515, -1.93630], [1.15658, -0.01545, -2.19130], [2.48818, 0.85425, -1.01870], [1.99098, 0.81595, 0.32550], [1.99648, -0.50695, 0.93740], [2.55858, -0.48055, 2.36020], [3.90068, 0.25815, 2.32670], [3.70548, 1.71215, 1.87450], [2.32338, 1.90435, 1.22010], [1.15898, -1.89605, -1.94450], [-0.00652, -2.54675, -1.52820], [-0.07472, -3.92915, -1.49950], [1.02578, -4.68725, -1.86820], [2.20258, -4.05695, -2.24630], [2.26568, -2.67505, -2.29030], [1.61788, 0.47105, -3.98970], [1.95538, 1.78435, -4.28030], [2.33548, 2.13325, -5.56370], [2.33158, 1.17465, -6.56200], [1.96368, -0.13005, -6.28080], [1.58328, -0.48095, -4.99530], [-1.35922, 0.37995, -2.39720], [-0.49122, 1.92535, -2.05850], [2.64298, 1.88805, -1.32160], [3.44708, 0.33585, -1.11580], [2.60368, -1.19215, 0.33150], [0.92688, -0.89895, 0.89570], [2.69838, -1.50305, 2.71290], [1.88008, 0.01785, 3.05450], [4.57458, -0.26245, 1.64410], [4.36168, 0.23135, 3.31350], [4.49268, 1.99265, 1.17360], [3.76078, 2.39025, 2.72590], [2.30048, 2.84365, 0.66590], [1.55618, 1.94775, 2.00250], [-0.88812, -1.97135, -1.25920], [-0.99492, -4.41395, -1.20570], [0.96518, -5.76465, -1.87120], [3.06448, -4.64405, -2.52750], [3.18088, -2.20115, -2.61600], [1.93438, 2.54415, -3.51470], [2.61778, 3.15415, -5.77470], [2.58978, 1.45265, -7.57230], [1.95868, -0.88195, -7.05480], [1.27968, -1.49375, -4.78600]], "forces_ev_per_angstrom": [[-0.63, 1.18, 1.38], [0.75, -0.14, -0.49], [-0.80, 0.06, 0.53], [0.18, -0.30, -0.01], [0.17, -0.94, 0.16], [-0.34, 0.26, 0.14], [-0.02, -0.12, -0.11], [-0.20, 0.25, -0.13], [-0.04, 0.40, 0.09], [-0.32, -0.18, -0.21], [0.27, 0.27, -0.25], [0.10, 0.07, 0.14], [-0.06, 0.15, 0.21], [0.22, -0.13, -0.15], [0.06, -0.06, -0.19], [0.04, 0.07, -0.11], [-0.02, -0.32, 0.32], [0.14, 0.04, -0.70], [0.34, 0.31, -0.34], [0.04, -0.06, 0.08], [0.12, -0.11, -0.08], [0.01, 0.17, 0.03], [0.00, -0.22, 0.21], [0.15, -0.08, -0.04], [-0.14, -0.03, -0.03], [-0.14, 0.12, 0.00], [-0.09, 0.03, 0.13], [0.04, -0.08, 0.06], [0.03, 0.08, -0.02], [0.01, 0.15, 0.04], [-0.24, -0.10, -0.45], [1.62, -0.19, -0.64], [-0.59, -0.38, -1.32], [-0.67, -0.34, 0.54], [0.50, 0.07, 0.29], [-0.06, -0.05, 0.01], [-0.13, -0.01, 0.02], [-0.10, -0.05, -0.18], [0.27, 0.59, 0.62], [-0.41, 0.70, -0.08], [-0.05, 0.19, -0.15], [-0.06, -0.14, 0.08], [-0.02, 0.08, 0.04], [0.02, -0.04, -0.01], [0.03, 0.19, 0.02], [-0.57, -0.27, 1.29], [0.18, 0.22, -0.13], [-0.06, 0.17, 0.15], [0.01, 0.01, -0.21], [-0.09, -0.15, 0.05], [0.08, -0.15, -0.26], [-0.04, -0.01, -0.03], [0.15, -0.04, -0.07], [-0.08, 0.05, -0.07], [0.05, -0.03, 0.04], [-0.40, 0.05, -0.03], [0.64, -0.88, 0.31], [-0.10, 0.00, -0.06], [-0.04, -0.05, -0.01], [0.03, -0.04, 0.02], [0.00, -0.08, -0.05], [-0.04, 0.09, 0.04], [0.03, 0.07, -0.06], [-0.13, -0.09, -0.01], [0.09, 0.04, -0.15], [0.00, -0.14, -0.06], [-0.04, -0.03, 0.02], [0.01, -0.10, 0.03], [0.05, -0.03, -0.02], [0.14, 0.05, -0.09], [0.03, 0.15, 0.15], [0.01, 0.04, -0.09], [0.10, 0.01, -0.08], [0.00, -0.01, -0.12], [-0.03, -0.19, 0.04]]}